Here is a molecular structure, C6H10N2 in a non-equilibrium geometry from the Open Molecules 2025 dataset. Energies are from ωB97M-V/def2-TZVPD.

## Properties
Lowest unoccupied orbital energy in eV: 1.08
Energy above the lowest of the compared OMol25 structures with the same formula, charge and spin in kJ/mol: 580.8

CARTESIAN COORDINATES (ANGSTROEM)
1 C 1.105176 -0.280993 -0.498007
2 C 0.765050 1.074531 -0.091319
3 C -0.622270 1.292453 -0.820450
4 C -1.254041 -0.166086 -0.231186
5 C -2.456125 -0.872728 -0.147807
6 C 0.052530 -0.550997 0.637825
7 H 2.601944 -0.728887 0.618269
8 H 2.894516 -1.777988 -0.532590
9 H 0.574591 -0.830405 -1.222150
10 H 1.617615 1.888091 -0.149699
11 H -0.651350 1.306812 -1.795016
12 H -1.062046 2.020310 -0.165853
13 H -2.718497 -1.837238 0.509192
14 H -3.332347 -0.387175 -0.513829
15 H -0.026992 -1.351376 1.406945
16 H -0.217450 1.162398 2.109759
17 N 2.414546 -0.726543 -0.390989
18 N 0.315150 0.765821 1.276909

Forces on atoms 1 to 2 (eV/Å):
C -1.281 -3.972 1.944
C 0.131 5.578 -0.941



Here is a molecular structure, C16H11Cl48S in a non-equilibrium geometry from the Open Molecules 2025 dataset. Energies are from ωB97M-V/def2-TZVPD.

## Properties
Net charge: +1
Lowest unoccupied orbital energy in eV: -3.77

CARTESIAN COORDINATES (ANGSTROEM)
1 C 2.829048 -0.651896 -0.755332
2 C 3.336973 -0.907316 -2.278264
3 C 3.298217 -2.434429 -2.833817
4 C 2.332697 -3.481063 -2.028654
5 S 5.074267 -3.105532 -3.052240
6 H 1.818024 -0.023496 -0.797078
7 H 3.616766 0.088871 -0.250138
8 H 2.777160 -1.583210 -0.053864
9 H 2.689968 -0.221349 -2.998345
10 H 4.444441 -0.470311 -2.358352
11 H 2.871143 -2.384043 -3.948770
12 H 2.784053 -3.838777 -0.984059
13 H 1.223157 -3.087377 -1.879664
14 H 2.242643 -4.465297 -2.698550
15 H 5.770381 -2.193174 -3.907652
16 H 4.881940 -4.288786 -3.834814
17 C 5.082226 -0.484415 2.831292
18 Cl 5.929890 -1.019894 1.358428
19 Cl 6.149887 -0.697331 4.241699
20 Cl 4.644058 1.235295 2.672368
21 Cl 3.604930 -1.455702 3.052674
22 C -1.523992 -2.103689 -0.602984
23 Cl -2.138708 -3.760002 -0.833964
24 Cl -1.183645 -1.369678 -2.190394
25 Cl -2.747223 -1.129978 0.251560
26 Cl -0.026353 -2.155050 0.360993
27 C -5.549136 -1.774262 -2.899596
28 Cl -6.218945 -0.617173 -1.721842
29 Cl -4.303825 -2.773208 -2.108528
30 Cl -6.853692 -2.823814 -3.508884
31 Cl -4.820113 -0.882842 -4.259267
32 C 4.728129 2.841857 -1.395578
33 Cl 3.117934 2.207815 -1.819682
34 Cl 5.726807 2.958639 -2.866459
35 Cl 4.556525 4.457599 -0.664429
36 Cl 5.511293 1.743382 -0.231611
37 C 2.445694 -5.353253 3.053492
38 Cl 3.133090 -6.800649 2.274303
39 Cl 1.213491 -5.847039 4.241908
40 Cl 3.741225 -4.452222 3.880774
41 Cl 1.694997 -4.312972 1.816932
42 C -10.249045 -3.090805 -1.112780
43 Cl -10.399110 -4.320351 -2.393521
44 Cl -11.630985 -3.224524 0.003842
45 Cl -8.732414 -3.350895 -0.214540
46 Cl -10.233576 -1.467344 -1.846910
47 C 1.340610 2.291775 -5.363702
48 Cl 0.555469 3.834246 -5.786714
49 Cl 1.286956 1.193817 -6.765876
50 Cl 3.037079 2.593588 -4.910321
51 Cl 0.482969 1.545417 -3.991764
52 C -0.259734 2.303857 0.243497
53 Cl -0.409800 1.074311 -1.037245
54 Cl -1.641673 2.170137 1.360118
55 Cl 1.256897 2.043767 1.141736
56 Cl -0.244265 3.927318 -0.490633
57 C -7.033289 3.158262 -3.506150
58 Cl -7.648004 1.501948 -3.737129
59 Cl -6.692942 3.892273 -5.093560
60 Cl -8.256520 4.131973 -2.651606
61 Cl -5.535650 3.106901 -2.542173
62 C 3.722042 0.038140 7.313577
63 Cl 3.107326 -1.618173 7.082596
64 Cl 4.062388 0.772151 5.726166
65 Cl 2.498810 1.011851 8.168120
66 Cl 5.219680 -0.013222 8.277554
67 C -2.305637 6.617396 -2.413403
68 Cl -1.431034 5.805684 -3.736579
69 Cl -3.625952 7.603288 -3.091094
70 Cl -2.984256 5.393027 -1.311110
71 Cl -1.181254 7.667586 -1.514696
72 C -0.796109 2.164474 10.784111
73 Cl -2.406305 1.530431 10.360008
74 Cl 0.202568 2.281255 9.313232
75 Cl -0.967714 3.780215 11.515261
76 Cl -0.012946 1.065999 11.948079

Forces on atoms 1 to 2 (eV/Å):
C 0.463 1.271 0.520
C 0.718 0.817 -0.006



Here is a single C6H11PS molecule in a non-equilibrium geometry from the Open Molecules 2025 dataset. Energies are from ωB97M-V/def2-TZVPD.

## Properties
Lowest unoccupied orbital energy (spin up / spin down) in eV: -0.89 / -0.31
Energy above the lowest of the compared OMol25 structures with the same formula, charge and spin in kJ/mol: 358.5

CARTESIAN COORDINATES (ANGSTROEM)
1 C 1.394920 -1.554613 0.804835
2 C 0.368380 -2.210312 1.223398
3 C 1.474381 -0.147660 0.147097
4 C 0.366292 0.787666 0.433714
5 C 0.310366 1.974264 -0.464619
6 C -1.817598 -0.541714 -1.179380
7 P -1.418742 -0.129244 0.545917
8 S -2.660635 1.019516 1.557227
9 H 2.270267 -2.063738 0.389704
10 H 0.161584 -2.987754 1.998054
11 H 2.385273 0.196861 0.578541
12 H 1.799048 -0.337421 -0.847254
13 H 0.358083 1.017918 1.513229
14 H -0.405444 1.848190 -1.314810
15 H 1.229894 2.110577 -0.858762
16 H -0.017029 2.925187 0.101403
17 H -0.980508 -1.011887 -1.475064
18 H -2.825286 -1.137525 -1.226173
19 H -1.993246 0.241690 -1.927056

Forces on atoms 1 to 2 (eV/Å):
C 0.661 0.635 -2.721
C -1.990 0.628 2.035



> Which formula does entry 3 have?

C6H11PS